The following is a DFT calculation (ωB97M-V with the def2-TZVPD basis set) of C28H32FeN6O6S4SeSi as an isolated structure at a distorted geometry.

```
79
C28H32FeN6O6S4SeSi, DFT ωB97M-V with the def2-TZVPD basis set
Fe 0.105 0.154 -0.201
C -7.051 1.471 2.590
C -5.561 1.318 2.712
C -4.942 0.089 2.506
C -3.562 -0.022 2.572
C -2.803 1.088 2.888
C -3.407 2.307 3.132
C -4.781 2.422 3.037
S -1.007 1.077 2.759
O -0.562 2.235 3.501
O -0.557 -0.201 3.239
N -0.827 1.225 1.167
C -1.177 2.559 0.752
C -0.762 2.806 -0.720
O -1.038 3.875 -1.250
O -0.199 1.821 -1.280
H -7.484 0.627 2.059
H -7.288 2.386 2.049
H -7.515 1.542 3.575
H -5.542 -0.781 2.276
H -3.059 -0.959 2.384
H -2.778 3.146 3.391
H -5.247 3.384 3.208
H -0.683 3.299 1.396
H -2.268 2.714 0.824
N -4.852 -4.374 0.174
C -4.433 -3.322 -0.073
C -3.981 -2.046 -0.389
C -4.901 -0.977 -0.573
C -4.403 0.247 -0.945
C -3.035 0.408 -1.137
N -2.151 -0.576 -0.888
C -2.611 -1.753 -0.531
H -5.959 -1.151 -0.421
H -5.061 1.092 -1.097
H -2.620 1.337 -1.494
H -1.868 -2.515 -0.342
S 2.119 1.888 0.909
C 3.545 1.133 0.541
N 4.658 1.155 1.320
C 5.614 0.170 0.832
C 5.062 -0.219 -0.554
N 3.821 0.517 -0.624
H 4.498 1.150 2.327
H 5.648 -0.690 1.509
H 6.608 0.629 0.773
H 4.886 -1.297 -0.634
H 5.729 0.097 -1.368
H 3.066 0.220 -1.236
C 2.295 -3.057 -4.092
Si 1.503 -2.932 -2.333
C 2.752 -3.631 -1.053
C -0.095 -4.005 -2.339
Se 0.996 -0.689 -2.068
H 2.486 -4.083 -4.390
H 3.229 -2.507 -4.128
H 1.628 -2.605 -4.816
H 2.704 -4.713 -1.006
H 2.520 -3.243 -0.066
H 3.773 -3.349 -1.288
H 0.021 -4.913 -2.923
H -0.922 -3.436 -2.755
H -0.365 -4.286 -1.327
O 4.184 -0.023 3.799
S 3.719 -1.288 3.258
O 4.826 -2.181 2.939
N 2.747 -1.115 1.957
C 1.566 -1.640 2.222
S 0.356 -1.769 1.027
C 1.379 -2.214 3.528
C 0.257 -2.844 4.073
C 0.330 -3.335 5.356
C 1.493 -3.214 6.121
C 2.613 -2.581 5.592
C 2.536 -2.097 4.313
H -0.651 -2.920 3.497
H -0.531 -3.825 5.792
H 1.513 -3.609 7.126
H 3.519 -2.475 6.172
```

<S²> = 6.02
LUMO level (spin up / spin down) = 3.966 / 3.966 eV
spin multiplicity = 5
net charge = -2



The following is a DFT calculation (ωB97M-V with the def2-TZVPD basis set) of one molecule with the formula C28H32N2O5.

```
67
C28H32N2O5, DFT ωB97M-V with the def2-TZVPD basis set
C -0.271 -2.404 7.771
C -1.469 -2.745 6.892
H -2.332 -2.997 7.514
H -1.237 -3.594 6.244
O -1.920 -1.635 6.135
C -1.119 -1.033 5.210
C -1.414 0.306 4.976
C -0.733 1.053 4.034
C 0.292 0.470 3.310
C 0.596 -0.868 3.528
C -0.095 -1.638 4.451
O 0.170 -2.968 4.656
C 1.225 -3.562 3.940
H 1.042 -3.545 2.861
H 1.261 -4.596 4.282
H 2.183 -3.077 4.153
H 1.390 -1.302 2.943
C 1.056 1.219 2.252
N 0.719 0.731 0.919
C 1.580 -0.097 0.299
O 2.610 -0.482 0.825
C 1.217 -0.522 -1.130
N 1.099 0.645 -1.978
C 0.092 0.752 -2.879
O -0.938 0.123 -2.829
O 0.382 1.696 -3.794
C -0.654 2.026 -4.725
C -1.454 3.204 -4.235
C -1.250 4.472 -4.763
C -1.968 5.554 -4.282
C -2.887 5.378 -3.262
C -3.090 4.117 -2.726
C -2.379 3.034 -3.211
H -2.538 2.049 -2.800
H -3.807 3.976 -1.931
H -3.446 6.223 -2.886
H -1.807 6.535 -4.703
H -0.530 4.612 -5.556
H -1.297 1.148 -4.853
H -0.143 2.257 -5.662
H 1.948 1.149 -2.186
H 0.238 -1.015 -1.139
C 2.266 -1.498 -1.692
C 1.886 -1.863 -3.098
C 2.410 -1.167 -4.178
C 1.988 -1.442 -5.467
C 1.034 -2.419 -5.691
C 0.510 -3.124 -4.620
C 0.932 -2.845 -3.333
H 0.514 -3.392 -2.500
H -0.235 -3.887 -4.789
H 0.699 -2.630 -6.695
H 2.402 -0.889 -6.298
H 3.158 -0.403 -4.013
H 3.247 -1.021 -1.659
H 2.297 -2.378 -1.050
C -0.559 1.179 0.421
H -1.278 1.152 1.242
H -0.487 2.205 0.048
H -0.930 0.548 -0.381
H 2.130 1.066 2.384
H 0.831 2.288 2.296
H -0.991 2.091 3.883
H -2.209 0.744 5.559
H 0.597 -2.174 7.159
H -0.034 -3.251 8.410
H -0.497 -1.542 8.395
```

ΔE to the lowest compared entry with this formula, charge and spin = 0.235 eV
LUMO level = 0.684 eV
SMILES = CCOc1ccc(CN(C)C(=O)[C@H](Cc2ccccc2)NC(=O)OCc2ccccc2)cc1OC
spin multiplicity = 1



The following is a DFT calculation (ωB97M-V with the def2-TZVPD basis set) of C28H32N3O2PtS2Se2 as an isolated structure at a distorted geometry.

```
70
C28H32N3O2PtS2Se2, DFT ωB97M-V with the def2-TZVPD basis set
Pt 0.736 -0.025 -1.421
C -0.997 -1.909 -4.381
Se -0.084 -2.433 -2.735
C 1.691 -2.805 -3.509
C 2.237 -1.709 -4.403
Se 2.365 0.077 -3.563
C 3.841 -0.233 -2.329
H -0.732 -2.613 -5.166
H -0.718 -0.893 -4.652
H -2.066 -1.958 -4.194
H 1.607 -3.734 -4.082
H 2.346 -2.988 -2.654
H 1.604 -1.567 -5.284
H 3.243 -1.971 -4.743
H 4.660 -0.706 -2.868
H 3.517 -0.836 -1.482
H 4.159 0.746 -1.974
C -3.489 4.831 3.639
C -2.282 4.024 3.286
C -1.004 4.564 3.370
C 0.104 3.806 3.032
C -0.071 2.511 2.592
C -1.332 1.951 2.498
C -2.434 2.709 2.850
S 1.343 1.583 2.016
O 2.553 2.297 2.300
O 1.257 0.224 2.522
N 1.061 1.467 0.413
C 1.240 2.480 -0.441
C 1.775 3.752 -0.156
C 1.946 4.644 -1.182
C 1.544 4.304 -2.479
C 1.016 3.051 -2.689
N 0.876 2.162 -1.705
H -3.215 5.760 4.131
H -4.147 4.263 4.293
H -4.053 5.074 2.739
H -0.877 5.582 3.704
H 1.104 4.201 3.114
H -1.430 0.931 2.158
H -3.427 2.288 2.797
H 2.096 3.968 0.848
H 2.409 5.601 -0.988
H 1.641 4.996 -3.298
H 0.693 2.736 -3.675
N 0.961 -1.395 0.181
S -0.230 -1.289 1.287
C -1.579 -1.691 0.134
C -2.140 -2.938 -0.066
C -3.134 -3.089 -1.026
C -3.569 -2.000 -1.761
C -3.018 -0.743 -1.543
C -2.027 -0.583 -0.589
C 0.078 -2.852 2.142
C -0.033 -2.888 3.521
C 0.323 -4.049 4.191
C 0.769 -5.151 3.479
C 0.875 -5.100 2.098
C 0.549 -3.939 1.423
H 1.801 -1.068 0.667
H -1.823 -3.790 0.513
H -3.575 -4.062 -1.185
H -4.354 -2.123 -2.492
H -3.374 0.115 -2.096
H -1.636 0.409 -0.359
H -0.363 -2.012 4.057
H 0.262 -4.095 5.267
H 1.041 -6.055 4.002
H 1.222 -5.961 1.551
H 0.668 -3.853 0.352
```

<S²> = 2.01
ΔE to the lowest compared entry with this formula, charge and spin = 1.819 eV
LUMO level (spin up / spin down) = -2.148 / -3.970 eV
spin multiplicity = 3
net charge = +1



The following is a DFT calculation (ωB97M-V with the def2-TZVPD basis set) of C28H33CeClIN7O7S2 as an isolated structure.

```
80
C28H33CeClIN7O7S2, DFT ωB97M-V with the def2-TZVPD basis set
Ce 0.198 -0.179 0.224
C 1.162 2.317 2.841
O 0.425 2.093 1.633
C 0.233 3.324 0.945
C -0.605 3.074 -0.284
O -0.063 2.037 -1.105
C 0.950 2.402 -2.046
C 2.341 2.420 -1.422
O 2.359 1.456 -0.382
C 3.672 1.263 0.144
H 0.624 3.023 3.476
H 2.148 2.724 2.605
H 1.264 1.365 3.349
H 1.206 3.757 0.693
H -0.297 4.031 1.591
H -0.717 3.994 -0.863
H -1.598 2.728 0.009
H 0.715 3.370 -2.492
H 0.902 1.646 -2.831
H 2.599 3.403 -1.014
H 3.079 2.170 -2.190
H 4.314 0.775 -0.593
H 3.586 0.635 1.029
H 4.111 2.224 0.426
Cl -7.145 -0.239 0.348
C -5.460 -0.394 0.700
C -5.064 -0.931 1.888
C -3.697 -1.053 2.192
I -3.151 -1.912 4.009
C -2.698 -0.629 1.338
O -1.410 -0.714 1.625
C -3.123 -0.116 0.068
N -2.142 0.206 -0.831
C -2.497 0.665 -2.014
C -3.828 0.853 -2.405
C -4.823 0.532 -1.524
C -4.495 0.016 -0.253
H -5.808 -1.264 2.599
H -1.696 0.898 -2.705
H -4.050 1.237 -3.390
H -5.863 0.657 -1.793
O 2.623 -4.508 -6.765
S 3.957 -5.024 -6.999
O 4.765 -4.243 -7.914
O 4.053 -6.459 -7.124
C 4.813 -4.679 -5.422
N 6.062 -5.126 -5.236
C 6.661 -4.782 -4.110
C 6.054 -3.991 -3.135
C 4.762 -3.600 -3.419
N 4.146 -3.942 -4.544
C 3.894 -2.780 -2.542
C 4.056 -2.642 -1.168
C 3.103 -1.956 -0.438
N 2.014 -1.395 -0.987
C 1.891 -1.501 -2.323
C 2.782 -2.163 -3.126
H 7.672 -5.151 -3.970
H 6.581 -3.693 -2.239
H 4.892 -3.102 -0.657
H 3.196 -1.866 0.635
H 1.004 -1.051 -2.767
H 2.618 -2.277 -4.190
C 1.534 -4.353 2.205
N 0.979 -3.691 3.375
C 0.414 -4.327 4.469
C 0.077 -3.372 5.357
N 0.449 -2.170 4.794
C 0.997 -2.364 3.585
S 1.673 -1.162 2.580
H 1.154 -5.370 2.166
H 2.621 -4.374 2.262
H 1.236 -3.816 1.307
H 0.304 -5.396 4.509
H -0.387 -3.446 6.323
H 0.286 -1.254 5.178
N -0.837 -2.456 -0.888
H -1.509 -2.252 -1.623
H -1.383 -2.842 -0.121
H -0.253 -3.209 -1.242
```

<S²> = 0.75
ΔE to the lowest compared entry with this formula, charge and spin = 0.581 eV
LUMO level (spin up / spin down) = -3.573 / -3.566 eV
spin multiplicity = 2
net charge = +1



The following is a DFT calculation (ωB97M-V with the def2-TZVPD basis set) of C28H33FGdGeN3O6S as an isolated structure at a distorted geometry.

```
74
C28H33FGdGeN3O6S, DFT ωB97M-V with the def2-TZVPD basis set
Gd -4.525 -13.489 12.472
C -9.120 -19.487 14.716
C -8.052 -18.676 14.131
C -8.032 -18.302 12.766
C -6.903 -17.746 12.174
C -5.782 -17.457 12.934
C -5.808 -17.682 14.307
C -6.920 -18.349 14.883
S -4.556 -16.625 11.995
O -3.829 -17.564 11.156
O -5.330 -15.555 11.375
N -3.674 -15.721 12.962
C -2.558 -16.161 13.622
C -2.013 -17.461 13.597
C -0.979 -17.833 14.510
C -0.439 -16.883 15.369
C -0.745 -15.542 15.218
C 0.073 -14.532 15.712
C -0.177 -13.247 15.309
C -1.298 -12.958 14.540
N -2.207 -13.861 14.174
C -1.892 -15.173 14.389
H -9.045 -19.483 15.815
H -9.225 -20.581 14.398
H -10.089 -19.062 14.452
H -8.908 -18.421 12.101
H -6.952 -17.575 11.097
H -4.977 -17.379 14.914
H -6.952 -18.649 15.962
H -2.403 -18.147 12.879
H -0.590 -18.863 14.499
H 0.372 -17.181 16.050
H 0.942 -14.825 16.319
H 0.508 -12.442 15.532
H -1.582 -11.932 14.309
F -5.438 -8.177 6.938
C -5.293 -9.398 7.486
C -4.041 -10.039 7.376
C -3.973 -11.350 7.811
C -4.995 -12.029 8.563
C -4.916 -13.267 9.115
C -6.267 -11.319 8.571
C -6.427 -10.030 8.086
H -3.076 -9.485 7.232
H -3.040 -11.843 7.713
H -3.929 -13.773 9.187
H -5.791 -13.865 9.369
H -7.042 -11.921 9.011
H -7.392 -9.537 8.130
C -8.590 -12.634 14.948
Ge -7.361 -11.802 13.664
C -8.428 -10.234 13.042
C -6.108 -10.376 14.297
C -6.952 -12.842 12.103
H -8.413 -12.105 15.887
H -8.365 -13.717 15.083
H -9.609 -12.426 14.662
H -8.820 -9.617 13.878
H -9.249 -10.552 12.418
H -7.783 -9.583 12.396
H -6.437 -9.769 15.130
H -5.952 -9.671 13.481
H -5.155 -10.815 14.543
H -7.196 -12.201 11.250
H -7.254 -13.867 12.055
C -5.377 -13.739 15.674
O -5.478 -13.336 14.349
H -6.014 -13.046 16.281
H -4.354 -13.634 16.071
H -5.723 -14.756 15.771
O -4.144 -11.221 12.354
N -3.233 -11.289 11.352
O -2.825 -10.326 10.703
O -2.796 -12.602 11.024
```

<S²> = 16.15
ΔE to the lowest compared entry with this formula, charge and spin = 0.000 eV
LUMO level (spin up / spin down) = 4.036 / 3.813 eV
spin multiplicity = 8
net charge = -2



The following is a DFT calculation (ωB97M-V with the def2-TZVPD basis set) of C28H33MnN7O7P2S3 as an isolated structure at a distorted geometry.

```
81
C28H33MnN7O7P2S3, DFT ωB97M-V with the def2-TZVPD basis set
Mn -0.259 -0.176 -0.369
N -4.154 -1.804 0.001
C -3.769 -1.630 1.424
C -4.801 -2.194 2.359
P -3.420 0.187 1.546
O -4.944 0.698 1.167
O -3.040 0.700 2.876
O -2.582 0.485 0.332
P -2.201 -2.651 1.383
O -1.626 -2.639 2.872
O -2.647 -3.986 0.930
O -1.269 -1.911 0.457
H -5.131 -1.570 -0.188
H -3.912 -2.787 -0.235
H -3.519 -1.146 -0.501
H -5.794 -1.785 2.160
H -4.523 -1.943 3.381
H -4.821 -3.281 2.274
H -5.289 1.142 1.939
H -1.203 -1.797 3.067
S 3.033 -6.602 -1.174
C 1.912 -7.882 -0.951
C 0.682 -7.430 -0.588
C 0.623 -6.027 -0.485
C 1.817 -5.417 -0.772
C 2.153 -4.019 -0.754
C 1.149 -3.035 -0.758
N 1.377 -1.742 -0.681
C 2.665 -1.310 -0.610
C 3.753 -2.223 -0.671
C 5.089 -1.725 -0.649
C 5.332 -0.400 -0.556
C 4.263 0.540 -0.462
C 4.499 1.900 -0.322
C 3.420 2.786 -0.246
C 2.132 2.232 -0.299
N 1.866 0.943 -0.393
C 2.918 0.079 -0.490
C 3.622 4.205 -0.102
C 2.704 5.228 -0.067
C 3.291 6.499 0.084
C 4.647 6.447 0.167
S 5.239 4.841 0.056
C 3.477 -3.582 -0.736
H 2.235 -8.893 -1.101
H -0.153 -8.078 -0.391
H -0.260 -5.494 -0.179
H 0.114 -3.333 -0.821
H 5.898 -2.439 -0.709
H 6.342 -0.017 -0.537
H 5.514 2.269 -0.270
H 1.283 2.897 -0.251
H 1.643 5.080 -0.156
H 2.732 7.417 0.129
H 5.342 7.254 0.288
H 4.288 -4.296 -0.765
C -1.670 5.354 1.648
C -1.210 4.119 2.312
N -0.954 3.948 3.569
N -0.516 2.679 3.676
C -0.506 2.033 2.492
S 0.116 0.505 2.260
N -0.959 2.970 1.603
N -1.169 2.898 0.238
H -1.571 6.194 2.327
H -2.710 5.261 1.344
H -1.077 5.517 0.750
H -0.287 2.275 4.569
H -2.160 2.729 0.049
H -0.672 2.082 -0.159
C -2.160 1.495 -3.759
C -2.032 0.314 -2.786
C -1.971 -1.025 -3.539
O -0.919 0.460 -1.999
H -3.057 1.390 -4.364
H -1.286 1.525 -4.403
H -2.206 2.426 -3.199
H -2.936 0.315 -2.136
H -1.161 -0.988 -4.263
H -2.905 -1.233 -4.055
H -1.755 -1.824 -2.828
```

<S²> = 0.97
ΔE to the lowest compared entry with this formula, charge and spin = 2.021 eV
LUMO level (spin up / spin down) = -0.857 / -0.857 eV
spin multiplicity = 2